{
  "formula": "C3H12NSi",
  "method": "ωB97M-V/def2-TZVPD",
  "charge": 1,
  "e_lumo_ev": -5.04,
  "orbital_gap_ev": 9.85,
  "e_above_lowest_ev": 2.040,
  "symbols": ["C", "C", "C", "N", "Si", "H", "H", "H", "H", "H", "H", "H", "H", "H", "H", "H", "H"],
  "positions_angstrom": [[-1.86613, 0.28905, 1.20567], [-1.03436, -1.90694, 0.85365], [-1.05256, -0.41683, -0.97934], [-1.29883, -0.75249, 0.40083], [3.26424, 1.39890, -0.75989], [-1.21411, 1.16556, 1.18420], [-2.83190, 0.59047, 0.79253], [-2.00208, -0.02983, 2.23670], [1.99505, 0.80031, -0.27425], [-0.61000, -2.66293, 0.20873], [-1.23546, -2.16936, 1.88218], [-1.75085, -0.94753, -1.62952], [-0.04062, -0.69895, -1.27253], [4.30646, 0.40690, -0.53036], [-1.17339, 0.65179, -1.14148], [3.47800, 2.61947, 0.00143], [3.06654, 1.66239, -2.17855]],
  "atomic_forces_ev_per_a": [[-0.596, 1.065, 0.857], [0.032, -0.278, 0.125], [0.318, 0.157, -1.554], [0.237, -0.780, 0.341], [-0.362, -0.226, 0.131], [0.039, -0.166, -0.043], [0.087, -0.126, -0.046], [0.041, -0.099, -0.088], [-0.142, -0.061, 0.066], [0.061, 0.050, -0.185], [-0.067, 0.197, 0.115], [-0.057, 0.052, 0.155], [-0.051, 0.030, 0.160], [0.281, -0.143, 0.014], [0.003, -0.079, 0.152], [0.123, 0.303, 0.138], [0.052, 0.105, -0.340]]
}

***

{
  "formula": "C5H4N2O2",
  "method": "ωB97M-V/def2-TZVPD",
  "e_lumo_ev": -0.74,
  "orbital_gap_ev": 9.23,
  "e_above_lowest_ev": 5.851,
  "symbols": ["C", "C", "C", "C", "C", "H", "H", "H", "H", "N", "N", "O", "O"],
  "positions_angstrom": [[-0.45800, -0.72687, -0.65877], [0.17794, -0.56436, 0.68215], [0.14482, 0.76384, -0.08233], [1.47984, 1.22697, -0.42119], [-0.82414, 1.67445, 0.26161], [-1.99656, -0.65544, -1.80105], [0.03232, -1.28428, -1.40549], [-0.43966, -0.68988, 1.58946], [1.27814, -2.03684, 1.61968], [2.57422, 1.56586, -0.69755], [-1.64847, 2.42418, 0.73068], [-1.81009, -0.70305, -0.62516], [1.48963, -0.99459, 0.80795]],
  "atomic_forces_ev_per_a": [[0.594, 1.880, 3.081], [-0.540, -0.227, -0.078], [2.058, -2.545, -1.235], [2.665, 0.997, -1.100], [-5.674, 5.415, 3.365], [-0.017, -0.063, 5.536], [0.879, -0.168, -0.881], [0.066, 0.455, -0.668], [1.429, 4.573, -3.795], [-3.261, -0.959, 0.804], [4.080, -3.768, -2.664], [-1.224, -0.276, -6.531], [-1.055, -5.313, 4.166]]
}

***

{
  "formula": "C26H24AlN4O3S2",
  "method": "ωB97M-V/def2-TZVPD",
  "charge": 1,
  "e_lumo_ev": -3.43,
  "orbital_gap_ev": 7.32,
  "e_above_lowest_ev": 0.000,
  "symbols": ["Al", "O", "C", "C", "C", "C", "C", "C", "C", "O", "N", "N", "C", "C", "C", "C", "C", "C", "N", "H", "H", "H", "H", "H", "H", "H", "H", "H", "H", "S", "C", "C", "C", "C", "C", "N", "H", "H", "H", "H", "C", "C", "C", "C", "C", "C", "C", "S", "C", "O", "H", "H", "H", "H", "H", "H", "H", "H", "H", "H"],
  "positions_angstrom": [[0.25860, -0.12556, 0.02209], [3.56315, -2.48951, -0.53104], [3.46836, -3.16869, 0.63803], [4.24019, -4.32188, 0.76862], [4.17330, -5.07207, 1.92416], [3.33330, -4.69610, 2.97247], [2.56454, -3.56161, 2.84208], [2.61917, -2.77858, 1.68204], [1.74558, -1.61000, 1.55592], [1.93655, -0.78715, 0.53590], [0.77348, -1.41766, 2.41540], [0.11041, -0.29296, 1.96083], [-0.26033, 0.65096, 2.72112], [-0.48094, 1.93325, 2.02337], [-1.06819, 3.03152, 2.61706], [-1.11233, 4.22212, 1.90142], [-0.56176, 4.26238, 0.63469], [-0.00166, 3.10608, 0.10851], [0.04542, 1.96520, 0.78260], [3.05072, -1.66805, -0.41193], [4.89099, -4.59886, -0.04901], [4.78608, -5.95906, 2.01657], [3.28746, -5.28578, 3.87656], [1.90279, -3.24925, 3.63782], [-0.23884, 0.56841, 3.80316], [-1.47774, 2.95698, 3.61475], [-1.56322, 5.10352, 2.33593], [-0.55935, 5.17204, 0.05219], [0.42430, 3.09557, -0.88647], [-1.89577, 0.47475, -0.96788], [-0.70696, 0.84783, -2.16572], [-0.94032, 1.32502, -3.46400], [0.13047, 1.54077, -4.29758], [1.43763, 1.28945, -3.85913], [1.61156, 0.83024, -2.58007], [0.56649, 0.62584, -1.75848], [-1.95669, 1.50972, -3.78005], [-0.03762, 1.90581, -5.30239], [2.29076, 1.44823, -4.50068], [2.59080, 0.61829, -2.17018], [-6.02043, -4.31596, -2.20532], [-4.58822, -3.87250, -2.13598], [-3.96871, -3.28003, -3.22906], [-2.64142, -2.87869, -3.16430], [-1.93154, -3.09786, -1.99665], [-2.52757, -3.68205, -0.88291], [-3.85173, -4.06006, -0.96181], [-0.26224, -2.54980, -1.93941], [0.61511, -4.08122, -1.72364], [-0.07768, -1.89716, -0.56854], [-6.52684, -3.89124, -3.06963], [-6.56476, -4.02332, -1.30809], [-6.07793, -5.40288, -2.28312], [-4.53304, -3.11681, -4.13782], [-2.17037, -2.39419, -4.01021], [-1.97020, -3.80953, 0.03633], [-4.33134, -4.50441, -0.09880], [0.22069, -4.59940, -0.85151], [1.66619, -3.82463, -1.59026], [0.47744, -4.67347, -2.62744]],
  "atomic_forces_ev_per_a": [[-0.140, 0.351, -0.457], [0.062, -0.109, 0.010], [0.103, -0.043, -0.098], [-0.032, 0.015, 0.024], [0.003, -0.004, 0.008], [-0.007, 0.024, -0.042], [0.009, -0.004, 0.037], [-0.045, 0.000, 0.108], [0.007, -0.153, -0.087], [-0.004, 0.189, 0.006], [-0.046, 0.169, -0.078], [-0.056, -0.269, 0.121], [0.021, 0.099, -0.094], [-0.012, -0.099, 0.113], [0.001, 0.061, -0.062], [-0.004, -0.040, 0.050], [0.019, -0.019, -0.039], [-0.005, 0.046, -0.016], [0.003, -0.172, 0.175], [-0.038, 0.068, -0.014], [0.012, -0.004, -0.016], [0.003, -0.010, -0.004], [0.003, -0.006, 0.011], [-0.005, 0.006, 0.007], [0.030, 0.008, -0.002], [0.003, -0.005, 0.008], [-0.006, 0.009, -0.005], [0.003, 0.002, -0.006], [0.007, 0.012, -0.008], [0.023, -0.004, -0.080], [-0.049, -0.002, 0.025], [-0.058, 0.002, 0.045], [0.037, 0.004, -0.025], [-0.014, -0.004, 0.027], [0.031, 0.042, -0.014], [0.135, -0.156, 0.083], [-0.001, 0.002, -0.016], [0.001, 0.006, -0.009], [0.000, 0.007, -0.015], [0.004, -0.012, 0.007], [-0.013, 0.005, -0.007], [-0.011, -0.020, 0.026], [0.042, 0.014, -0.017], [-0.045, -0.026, 0.001], [-0.060, -0.052, 0.096], [-0.003, 0.027, -0.052], [0.007, 0.003, -0.002], [0.010, 0.185, -0.157], [0.028, -0.043, -0.026], [0.033, -0.068, 0.429], [-0.003, 0.003, -0.008], [-0.003, 0.001, 0.011], [0.000, -0.012, 0.002], [-0.001, 0.007, -0.013], [0.013, 0.010, -0.013], [0.017, 0.001, 0.014], [-0.010, -0.013, 0.003], [0.017, 0.001, 0.012], [-0.003, -0.015, 0.015], [-0.012, -0.017, 0.008]]
}

***

{
  "formula": "C24H19BaIN2O2",
  "method": "ωB97M-V/def2-TZVPD",
  "e_lumo_ev": -0.72,
  "orbital_gap_ev": 6.59,
  "e_above_lowest_ev": 0.131,
  "symbols": ["Ba", "C", "C", "N", "C", "C", "C", "O", "C", "C", "N", "C", "C", "C", "C", "C", "C", "I", "C", "O", "H", "H", "H", "H", "H", "H", "H", "H", "H", "H", "H", "H", "C", "C", "C", "C", "C", "C", "C", "C", "C", "C", "H", "H", "H", "H", "H", "H", "H"],
  "positions_angstrom": [[-0.50934, 0.79858, -1.25187], [-3.23434, 3.49953, -0.22276], [-2.93888, 3.09197, 1.19271], [-3.41351, 3.84491, 2.17607], [-3.17713, 3.47723, 3.43339], [-2.44794, 2.35318, 3.78611], [-2.35679, 2.00449, 5.24890], [-1.80975, 3.06783, 6.02979], [-1.91087, 1.57413, 2.75321], [-1.20522, 0.25570, 2.93909], [0.01630, -0.00160, 3.16508], [1.01023, 0.98300, 3.33758], [1.04356, 1.81860, 4.45348], [2.07524, 2.72666, 4.64077], [3.10916, 2.82052, 3.72259], [3.13204, 1.95775, 2.63791], [2.10920, 1.04008, 2.47747], [2.28811, -0.34329, 0.92481], [-2.18397, 1.93485, 1.43624], [-1.72432, 1.20125, 0.40162], [-3.72861, 4.46818, -0.21967], [-2.31816, 3.57907, -0.81327], [-3.89008, 2.76956, -0.70721], [-3.59551, 4.10937, 4.21125], [-3.35507, 1.83527, 5.65076], [-1.79680, 1.07636, 5.38785], [-1.18211, 3.54492, 5.47617], [-1.83655, -0.62211, 2.78127], [0.27645, 1.71467, 5.20416], [2.06974, 3.35766, 5.52175], [3.90947, 3.53552, 3.85817], [3.94705, 1.98978, 1.92653], [0.39736, 6.09957, 1.49749], [0.41372, 4.70694, 1.74259], [0.40387, 3.83280, 0.69336], [0.36414, 4.26850, -0.66155], [0.27985, 3.31814, -1.74093], [0.29874, 3.85645, -3.01357], [0.39934, 5.25490, -3.26807], [0.42344, 6.14007, -2.23122], [0.39310, 5.67048, -0.89049], [0.39804, 6.56586, 0.21250], [0.39044, 6.79310, 2.33033], [0.43752, 4.33170, 2.76064], [0.43733, 2.76434, 0.90242], [0.23798, 3.20360, -3.88939], [0.44106, 5.62014, -4.28972], [0.47434, 7.20945, -2.41259], [0.40371, 7.63415, 0.01715]],
  "atomic_forces_ev_per_a": [[1.885, -0.739, -2.544], [-0.001, 0.037, 0.093], [-0.073, 0.175, -0.175], [0.012, -0.017, -0.005], [0.021, 0.085, -0.112], [-0.049, -0.149, -0.010], [0.073, 0.128, -0.032], [0.068, -0.159, -0.065], [0.091, -0.304, 0.151], [0.084, 0.279, 0.003], [0.055, 0.060, -0.116], [-0.028, -0.002, 0.109], [0.013, 0.073, -0.010], [-0.044, -0.021, 0.053], [0.020, -0.025, -0.001], [0.010, 0.071, 0.047], [-0.188, -0.058, -0.063], [-0.089, -0.069, -0.167], [0.140, -0.269, -0.400], [-1.942, 0.862, 3.053], [-0.022, -0.017, 0.011], [0.005, -0.002, 0.029], [0.024, -0.007, 0.001], [-0.002, -0.037, -0.035], [-0.064, -0.035, 0.006], [0.122, -0.028, 0.046], [0.006, 0.010, 0.001], [-0.020, 0.036, 0.107], [-0.133, 0.045, 0.038], [-0.002, -0.015, -0.039], [-0.025, -0.001, 0.001], [-0.039, 0.003, 0.026], [-0.003, -0.067, -0.003], [0.010, 0.097, 0.020], [0.006, -0.056, -0.095], [0.029, 0.054, -0.044], [0.110, 0.058, -0.012], [0.032, 0.164, 0.122], [-0.072, -0.161, 0.013], [0.010, 0.009, 0.044], [0.005, 0.017, 0.022], [0.024, -0.066, -0.049], [0.006, -0.018, -0.027], [-0.006, 0.027, -0.049], [-0.040, 0.093, -0.051], [0.015, 0.068, 0.062], [-0.024, -0.026, 0.034], [-0.007, -0.050, 0.009], [-0.003, -0.051, 0.005]]
}

***

{
  "formula": "C4H5N3",
  "method": "ωB97M-V/def2-TZVPD",
  "e_lumo_ev": 0.94,
  "orbital_gap_ev": 10.13,
  "e_above_lowest_ev": 0.217,
  "smiles": "Nc1ccncn1",
  "symbols": ["N", "C", "C", "C", "N", "C", "N", "H", "H", "H", "H", "H"],
  "positions_angstrom": [[-1.52698, 0.93673, -1.07298], [-0.43314, 0.43026, -0.42196], [-0.46367, 0.11242, 0.94682], [0.56231, -0.69343, 1.39063], [1.65192, -0.97131, 0.65992], [1.66854, -0.40482, -0.54079], [0.66835, 0.22631, -1.15137], [-2.41874, 0.83132, -0.61372], [-1.53803, 0.74685, -2.06545], [-1.27246, 0.42639, 1.59820], [0.50073, -1.16463, 2.36966], [2.60115, -0.47608, -1.09896]],
  "atomic_forces_ev_per_a": [[-0.054, 0.020, -0.029], [0.061, -0.107, 0.054], [0.055, -0.127, -0.091], [-0.016, 0.055, 0.059], [-0.121, 0.224, -0.061], [0.056, -0.049, -0.024], [-0.088, -0.101, 0.232], [0.138, -0.002, -0.059], [0.052, 0.214, 0.092], [-0.030, -0.235, -0.153], [0.129, 0.207, -0.032], [-0.184, -0.099, 0.012]]
}

***

> What is the formula in the second record?

C5H4N2O2